A 2-piece molecular cluster, C3H6NO overall in a non-equilibrium geometry. Source: OMol25; level of theory: the ωB97M-V functional and the def2-TZVPD basis.

Geometry as XYZ:
```
11
Properties=species:S:1:pos:R:3:forces:R:3:mulliken_charge:R:1
C -1.27399 -0.18743 -0.73723 2.597 2.069 -0.773 0.015
C -0.09605 0.46512 -1.24912 -1.806 -0.747 -0.898 -0.176
C -0.05085 -0.97934 -0.40841 0.910 -2.185 4.137 0.151
N 0.93380 0.00312 1.38483 -3.508 -0.502 -0.289 -0.630
O 0.73203 -0.58620 -1.33478 2.042 -1.354 -3.158 -0.086
H -1.78695 0.34464 -0.05329 -2.077 1.393 2.298 0.265
H -1.76131 -0.75857 -1.39582 -2.174 -2.282 -2.377 0.241
H 0.36896 1.34021 -1.05135 1.048 2.938 1.172 0.367
H 1.80208 -0.41755 1.56240 1.575 -0.028 -0.124 0.257
H 0.31098 -0.17750 2.17976 0.341 0.060 -0.417 0.294
H 0.82129 0.95350 1.10303 1.052 0.639 0.428 0.302
```
Forces are in eV/Å.

Summary:
HOMO energy (alpha / beta) (eV): -14.572 / -14.574
Gap between HOMO and LUMO (alpha / beta) (eV): 8.86 / 8.87
Total charge: +1
LUMO level (alpha / beta) (eV): -5.7 / -5.7
Relative energy (zero: lowest compared OMol25 entry of this formula, charge and spin) (eV): 5.3989
DFT total energy (eV): -6732.57814